{
  "formula": "C46H42BIN7O5Ru",
  "method": "ωB97M-V/def2-TZVPD",
  "lumo_ev": [0.5575, -0.4500],
  "s2": 0.76,
  "spin_multiplicity": 2,
  "homo_lumo_gap_ev": [8.44, 7.38],
  "largest_force_ha_per_bohr": 0.0419,
  "elements": ["Ru", "C", "C", "N", "N", "C", "B", "N", "C", "C", "C", "N", "N", "C", "C", "C", "N", "H", "H", "H", "H", "H", "H", "H", "H", "H", "H", "C", "C", "C", "O", "C", "C", "O", "C", "O", "C", "C", "C", "C", "C", "C", "C", "C", "C", "C", "C", "C", "C", "O", "C", "C", "C", "C", "C", "C", "C", "C", "C", "C", "C", "C", "H", "H", "H", "H", "H", "H", "H", "H", "H", "H", "H", "H", "H", "H", "H", "H", "H", "H", "H", "H", "H", "H", "H", "H", "H", "H", "H", "H", "I", "C", "C", "C", "C", "C", "N", "H", "H", "H", "H", "O", "C"],
  "coordinates": [[1.3879, 0.0349, 2.1901], [4.4002, 2.1757, -0.3463], [3.5415, 1.1038, -0.0907], [2.9665, 1.2483, 1.0963], [3.4461, 2.3857, 1.6319], [4.3121, 2.9623, 0.7853], [3.1036, 2.6999, 3.0955], [1.5911, 2.9529, 3.1901], [0.9205, 3.9950, 3.7009], [-0.4320, 3.7215, 3.6229], [-0.4989, 2.4557, 3.0410], [0.7257, 2.0081, 2.7962], [3.4430, 1.4407, 3.9204], [4.3536, 1.2940, 4.8921], [4.3150, -0.0106, 5.3418], [3.3245, -0.6146, 4.5695], [2.8041, 0.2698, 3.7266], [5.0061, 2.3430, -1.2191], [3.3182, 0.2403, -0.6919], [4.8114, 3.8775, 1.0567], [3.7152, 3.6483, 3.4957], [1.4541, 4.8548, 4.0696], [-1.2501, 4.3487, 3.9294], [-1.3566, 1.8558, 2.7891], [4.9590, 2.1315, 5.1950], [4.9122, -0.4583, 6.1155], [2.9709, -1.6311, 4.5730], [-1.7530, -0.1621, -5.1369], [-2.4306, -0.4020, -3.8006], [-3.9295, -0.5787, -3.9086], [-1.8815, -1.5574, -3.1776], [-0.9501, -1.1686, -2.1945], [-1.3653, 0.2629, -1.8433], [-2.1540, 0.6941, -2.9247], [-0.1229, 1.1539, -1.6166], [0.7621, 0.3227, -0.8082], [0.6234, 1.4081, -2.9154], [1.7096, 0.6304, -3.3021], [2.3434, 0.8643, -4.5162], [1.9006, 1.8765, -5.3523], [0.8210, 2.6600, -4.9668], [0.1885, 2.4292, -3.7567], [-0.4243, 2.4591, -0.9031], [0.6403, 3.1907, -0.3808], [0.4157, 4.4115, 0.2272], [-0.8748, 4.9200, 0.3162], [-1.9344, 4.1995, -0.2066], [-1.7114, 2.9696, -0.8172], [-0.9682, -2.1356, -0.9899], [-0.0129, -1.6464, 0.0100], [-0.4185, -3.5112, -1.3433], [-0.2629, -4.4280, -0.3064], [0.2707, -5.6802, -0.5474], [0.6451, -6.0399, -1.8364], [0.4800, -5.1382, -2.8734], [-0.0467, -3.8744, -2.6293], [-2.3532, -2.2804, -0.3623], [-3.3663, -2.9051, -1.0920], [-4.6242, -3.0832, -0.5405], [-4.8892, -2.6589, 0.7554], [-3.8793, -2.0689, 1.4955], [-2.6183, -1.8807, 0.9420], [-1.9650, -0.9924, -5.8108], [-0.6744, -0.0763, -5.0002], [-2.1206, 0.7620, -5.5828], [-4.1648, -1.4050, -4.5794], [-4.3769, 0.3335, -4.3022], [-4.3433, -0.7874, -2.9227], [0.0644, -1.1829, -2.6022], [-1.9692, 0.2716, -0.9276], [2.0668, -0.1575, -2.6531], [3.1878, 0.2508, -4.8033], [2.3978, 2.0607, -6.2959], [0.4715, 3.4575, -5.6098], [-0.6516, 3.0435, -3.4612], [1.6468, 2.7981, -0.4582], [1.2500, 4.9686, 0.6350], [-1.0499, 5.8756, 0.7938], [-2.9421, 4.5904, -0.1442], [-2.5473, 2.4239, -1.2362], [-0.5576, -4.1451, 0.6961], [0.3991, -6.3773, 0.2706], [1.0647, -7.0191, -2.0277], [0.7639, -5.4115, -3.8816], [-0.1751, -3.1893, -3.4561], [-3.1610, -3.2697, -2.0880], [-5.3975, -3.5692, -1.1220], [-5.8718, -2.8025, 1.1863], [-4.0616, -1.7534, 2.5153], [-1.8416, -1.4283, 1.5377], [2.8252, -2.0972, 1.4351], [0.4540, -1.3003, 3.3806], [-0.0301, -2.6064, 3.3050], [-1.0431, -2.9751, 4.1646], [-1.5631, -2.0477, 5.0587], [-1.0368, -0.7717, 5.0514], [-0.0428, -0.4153, 4.2269], [0.3951, -3.3032, 2.5976], [-1.4424, -3.9820, 4.1326], [-2.3593, -2.3162, 5.7397], [-1.4096, 0.0018, 5.7139], [-0.4305, 0.2819, 1.1274], [0.1679, -0.3237, 0.2231]],
  "mulliken_charge": [-2.54, -1.45, -0.53, 0.92, 0.18, -0.26, -0.17, -0.12, -0.19, -1.54, -0.86, 1.58, -0.64, -0.05, -1.39, -0.33, 1.20, 0.46, 0.53, 0.52, -0.13, 0.47, 0.49, 0.67, 0.45, 0.42, 0.44, -1.52, 1.29, -1.77, -0.34, -0.59, -1.06, -0.39, 0.44, 0.11, 0.81, -0.23, -1.05, -0.67, -0.83, -0.12, 0.22, 0.33, -0.69, -0.82, -0.99, -0.37, 2.48, 0.66, -0.34, -0.27, -0.87, -0.64, -1.07, -0.47, -0.22, -0.38, -0.97, -0.74, -1.21, 0.69, 0.40, 0.23, 0.35, 0.37, 0.36, 0.41, 1.05, 1.45, 0.41, 0.48, 0.44, 0.46, 0.46, 0.28, 0.46, 0.41, 0.45, 0.54, 0.41, 0.43, 0.40, 0.44, 0.51, 0.55, 0.47, 0.41, 0.52, 0.06, -0.03, 0.33, -0.15, -0.34, -0.81, -0.46, 0.02, 0.34, 0.44, 0.44, 0.45, -0.10, 0.14]
}



{
  "formula": "C24H63N3O9",
  "method": "ωB97M-V/def2-TZVPD",
  "lumo_ev": 0.3551,
  "spin_multiplicity": 1,
  "smiles": "COCCNCCOC.COCCNCCOC.COCCNCCOC.CCO.CCO.CCO",
  "homo_lumo_gap_ev": 8.63,
  "largest_force_ha_per_bohr": 0.0746,
  "elements": ["C", "O", "C", "C", "N", "C", "C", "O", "C", "H", "H", "H", "H", "H", "H", "H", "H", "H", "H", "H", "H", "H", "H", "H", "C", "O", "C", "C", "N", "C", "C", "O", "C", "H", "H", "H", "H", "H", "H", "H", "H", "H", "H", "H", "H", "H", "H", "H", "C", "O", "C", "C", "N", "C", "C", "O", "C", "H", "H", "H", "H", "H", "H", "H", "H", "H", "H", "H", "H", "H", "H", "H", "C", "C", "O", "H", "H", "H", "H", "H", "H", "C", "C", "O", "H", "H", "H", "H", "H", "H", "C", "C", "O", "H", "H", "H", "H", "H", "H"],
  "coordinates": [[4.4189, 3.8310, -8.6184], [4.3140, 2.7318, -7.7811], [3.0165, 2.0975, -7.8641], [2.9019, 0.9518, -6.8102], [2.7991, 1.5797, -5.5207], [2.9709, 0.6204, -4.4492], [3.8061, 1.3424, -3.3264], [3.7978, 0.5404, -2.0916], [4.7273, -0.5475, -2.2397], [3.7130, 4.6347, -8.4089], [4.1371, 3.4053, -9.5815], [5.4892, 4.0372, -8.6143], [2.7928, 1.5994, -8.8075], [2.0817, 2.6476, -7.7558], [3.6879, 0.2061, -6.9289], [1.9976, 0.4275, -7.1192], [3.4572, 2.3388, -5.4173], [3.3816, -0.3422, -4.7541], [2.0166, 0.5616, -3.9259], [3.2307, 2.2352, -3.0811], [4.7816, 1.7075, -3.6475], [4.7446, -1.0776, -1.2874], [5.7029, -0.0723, -2.3425], [4.4777, -1.2502, -3.0347], [-2.3269, 4.6305, 10.9377], [-1.5134, 5.7667, 10.6935], [-1.0107, 5.9181, 9.3829], [0.2396, 4.9970, 9.3347], [0.6266, 4.9491, 7.8893], [1.9425, 4.2720, 7.5931], [2.3157, 4.3155, 6.1120], [2.4313, 5.7671, 5.8123], [2.6089, 6.1460, 4.4538], [-2.7373, 4.7426, 11.9413], [-1.6747, 3.7586, 10.8887], [-3.1500, 4.6259, 10.2232], [-0.8635, 6.9777, 9.1738], [-1.7420, 5.4617, 8.7158], [0.0211, 3.9986, 9.7137], [0.9978, 5.4817, 9.9497], [0.5431, 5.6732, 7.1901], [2.0353, 3.2513, 7.9642], [2.7330, 4.8305, 8.0943], [1.5945, 3.8808, 5.4199], [3.2029, 3.7294, 5.8725], [3.5111, 5.7881, 3.9578], [2.5477, 7.2304, 4.3623], [1.6698, 5.9477, 3.9372], [-3.4247, -6.1691, -1.5502], [-2.3393, -5.1958, -1.6075], [-1.3822, -5.6365, -2.5425], [-0.4833, -6.5682, -1.7632], [-0.6518, -8.0011, -2.2160], [0.2663, -8.9100, -1.5809], [1.6959, -8.8371, -2.2392], [2.5675, -7.7360, -1.8992], [3.0116, -7.7382, -0.4675], [-3.9631, -6.4470, -2.4562], [-4.2142, -5.6649, -0.9929], [-3.1254, -7.0379, -0.9638], [-0.8073, -4.7509, -2.8132], [-1.7600, -6.0299, -3.4862], [-0.6443, -6.4655, -0.6901], [0.4656, -6.1393, -2.0853], [-0.8633, -8.0783, -3.2006], [-0.2527, -9.8244, -1.8685], [0.3232, -8.7885, -0.4992], [1.6871, -8.9863, -3.3189], [2.2307, -9.7398, -1.9437], [4.0827, -7.5365, -0.4788], [2.5992, -8.5207, 0.1694], [2.4916, -6.8406, -0.1328], [-0.5979, -0.2704, 2.0345], [-1.1498, -1.5632, 1.5156], [-2.3377, -1.3050, 0.9372], [-0.9402, 0.5465, 1.3992], [0.4620, -0.2702, 1.7801], [-0.7534, -0.0528, 3.0912], [-1.2704, -2.3087, 2.3017], [-0.5245, -1.9720, 0.7219], [-2.4952, -2.0943, 0.4140], [-8.3238, -0.0890, 0.6422], [-7.1606, -0.0111, -0.2658], [-6.2935, 0.7868, 0.4115], [-9.0823, -0.7806, 0.2755], [-8.9899, 0.7736, 0.6268], [-7.9677, -0.4398, 1.6108], [-7.3939, 0.6366, -1.1108], [-6.7363, -0.9613, -0.5903], [-5.4469, 0.3513, 0.2886], [-3.4736, 3.5557, -3.2806], [-2.0841, 3.0480, -3.4404], [-1.8445, 2.4859, -4.6648], [-3.6344, 4.1955, -4.1483], [-3.4505, 4.0503, -2.3095], [-4.1882, 2.7326, -3.2803], [-1.9669, 2.3225, -2.6354], [-1.3495, 3.8246, -3.2272], [-0.9636, 2.1045, -4.6765]],
  "mulliken_charge": [-0.75, -0.30, -0.73, -0.63, -0.21, -0.39, -0.69, -0.33, -0.71, 0.29, 0.32, 0.24, 0.49, 0.37, 0.42, 0.31, 0.25, 0.41, 0.06, 0.36, 0.40, 0.25, 0.29, 0.27, -0.63, -0.38, -0.48, -0.35, -0.32, -0.57, -0.62, -0.34, -0.81, 0.23, 0.28, 0.27, 0.33, 0.36, 0.18, 0.26, 0.26, 0.38, 0.30, 0.33, 0.43, 0.28, 0.28, 0.33, -0.77, -0.33, -0.66, -0.29, -0.27, -0.60, -0.56, -0.37, -0.75, 0.30, 0.28, 0.29, 0.29, 0.38, 0.29, 0.26, 0.25, 0.39, 0.24, 0.36, 0.41, 0.27, 0.34, 0.27, -1.06, -0.12, -0.48, 0.30, 0.31, 0.27, 0.25, 0.25, 0.29, -1.05, -0.19, -0.48, 0.35, 0.29, 0.26, 0.17, 0.36, 0.28, -1.03, -0.12, -0.52, 0.30, 0.33, 0.26, 0.21, 0.29, 0.28]
}



{
  "formula": "C16H38CuN5O6",
  "method": "ωB97M-V/def2-TZVPD",
  "lumo_ev": [-1.8088, -3.2091],
  "s2": 0.76,
  "spin_multiplicity": 2,
  "homo_lumo_gap_ev": [8.86, 7.23],
  "charge": 1,
  "largest_force_ha_per_bohr": 0.1095,
  "elements": ["Cu", "C", "C", "C", "O", "H", "H", "H", "H", "H", "H", "H", "C", "C", "O", "N", "C", "H", "H", "H", "H", "H", "H", "H", "C", "C", "O", "N", "C", "H", "H", "H", "H", "H", "H", "H", "C", "C", "O", "N", "C", "H", "H", "H", "H", "H", "H", "H", "O", "C", "N", "C", "H", "H", "H", "H", "H", "O", "C", "N", "C", "H", "H", "H", "H", "H"],
  "coordinates": [[-0.0758, -0.2520, 0.2676], [0.0993, 4.0739, 0.7624], [0.8507, 2.8276, 1.1377], [1.8470, 3.1756, 2.2911], [-0.0040, 1.7352, 1.4251], [-0.6144, 4.0206, -0.0597], [0.7892, 4.8643, 0.4665], [-0.4902, 4.4205, 1.6111], [1.4539, 2.6461, 0.2482], [1.3208, 3.8479, 2.9689], [2.6871, 3.7230, 1.8635], [2.1881, 2.2410, 2.7363], [-1.4520, 1.2293, -3.6376], [-0.0768, 1.2077, -2.8978], [0.0582, 0.5409, -1.8417], [0.9151, 1.9325, -3.4050], [2.3360, 2.0092, -3.0873], [-2.1676, 0.6527, -3.0516], [-1.4019, 0.8474, -4.6573], [-1.8918, 2.2246, -3.7011], [0.5954, 2.3754, -4.2546], [2.9451, 1.9521, -3.9894], [2.5244, 1.1564, -2.4351], [2.4257, 2.9901, -2.6206], [-0.7266, -4.3067, 0.3224], [-0.5181, -3.3595, -0.8954], [-0.2167, -2.1508, -0.7102], [-0.4287, -3.9854, -2.1247], [-0.2995, -3.3749, -3.4240], [0.2011, -4.5391, 0.8454], [-1.1780, -5.2585, 0.0423], [-1.4356, -3.7354, 0.9215], [-0.4251, -4.9954, -2.1125], [-0.8190, -2.4307, -3.5872], [-0.7770, -3.9924, -4.1848], [0.7571, -3.2093, -3.6349], [-4.5048, 0.3563, -0.6651], [-3.1274, 0.6724, -0.0876], [-2.1857, -0.1399, -0.0221], [-2.8440, 1.9119, 0.3076], [-3.8448, 2.9939, 0.6293], [-5.1018, 1.2446, -0.8711], [-5.0418, -0.2847, 0.0341], [-4.4519, -0.2431, -1.5740], [-1.8869, 1.9706, 0.6249], [-4.5050, 2.6961, 1.4439], [-4.4406, 3.3697, -0.2026], [-3.2787, 3.8140, 1.0711], [2.1078, -0.6200, 0.3526], [3.0791, -1.2335, 0.8737], [3.5837, -2.2255, 0.2309], [3.8290, -0.6727, 2.0230], [4.4592, -2.5765, 0.5921], [3.2875, -2.4927, -0.6970], [3.5985, -1.3807, 2.8191], [3.4312, 0.2546, 2.4354], [4.8996, -0.5790, 1.8412], [-0.3927, -1.5026, 2.0489], [0.1318, -1.7190, 3.1091], [0.1402, -0.7289, 3.9529], [0.8260, -3.0691, 3.3748], [-0.3201, 0.1056, 3.6186], [0.6498, -0.7482, 4.8247], [1.7753, -3.1536, 2.8458], [0.1313, -3.8393, 3.0397], [1.0006, -3.2848, 4.4288]],
  "mulliken_charge": [1.75, -1.70, 1.10, -1.49, -0.82, 0.35, 0.43, 0.38, -0.20, 0.42, 0.40, 0.24, -1.26, 0.64, -0.50, -0.19, -0.75, 0.16, 0.43, 0.41, 0.23, 0.32, 0.19, 0.30, -0.82, 0.33, -0.34, -0.18, -0.83, 0.14, 0.46, 0.19, 0.26, 0.18, 0.38, 0.29, -1.36, 0.67, -0.36, 0.25, -1.09, 0.38, 0.33, 0.35, -0.08, 0.37, 0.33, 0.34, -0.46, 0.55, -0.32, -1.02, 0.21, 0.26, 0.34, 0.06, 0.41, -0.51, 0.64, -0.36, -1.10, 0.20, 0.20, 0.17, 0.27, 0.44]
}